{"formula": "C4H4O", "method": "ωB97M-V with the def2-TZVPD basis set", "orbital_gap_ev": 9.206, "lumo_energy_ev": 0.627, "energy_ev": -6255.73108, "species": ["C", "C", "C", "C", "O", "H", "H", "H", "H"], "xyz": [[0.1519, -1.1835, -0.7010], [-0.9617, -1.2822, 0.6974], [-0.1192, 0.8297, 0.5207], [0.5472, 0.1206, -0.6569], [-0.9651, -0.0928, 1.1111], [0.5493, -2.0042, -1.2374], [0.6525, 1.1726, 1.3316], [-0.8482, 1.6204, 0.1885], [0.9933, 0.8194, -1.2541]], "mulliken_charge": [-0.484, -0.204, -0.270, -0.272, -0.096, 0.405, 0.260, 0.259, 0.402]}

{"formula": "C6H2N4", "method": "ωB97M-V with the def2-TZVPD basis set", "orbital_gap_ev": 8.318, "lumo_energy_ev": -2.822, "energy_ev": -12210.05938, "species": ["C", "C", "C", "C", "C", "C", "N", "N", "N", "N", "H", "H"], "xyz": [[0.3633, 1.1521, 1.2337], [1.8769, 1.8433, -0.4728], [-0.3323, -1.1301, -1.3665], [2.1250, -0.8097, -1.5284], [0.6848, 1.3004, -0.1397], [0.9473, -0.8006, -0.7119], [0.1533, 1.0214, 2.3220], [2.8843, 2.3009, -0.8279], [-1.4338, -1.4241, -1.6460], [3.1226, -0.8403, -2.0828], [0.0820, 1.3395, -1.0086], [1.0838, -1.3401, 0.2425]], "mulliken_charge": [0.346, 0.388, 0.256, 0.253, -0.467, -0.195, -0.335, -0.374, -0.367, -0.334, 0.481, 0.348]}

{"formula": "C2CaF6NO3S2", "method": "ωB97M-V with the def2-TZVPD basis set", "orbital_gap_ev": [5.723, 10.229], "lumo_energy_ev": [0.018, -0.315], "multiplicity": 2, "s_squared": 0.750, "energy_ev": -66119.36385, "species": ["N", "S", "O", "C", "F", "F", "F", "S", "O", "O", "C", "F", "F", "F", "Ca"], "xyz": [[-0.5641, -0.2240, -0.4294], [0.0594, 0.8176, -1.5793], [-0.5951, 0.2945, -2.8401], [1.7281, -0.0448, -1.6119], [1.6160, -1.2926, -2.0273], [2.2543, -0.0244, -0.3997], [2.5014, 0.6270, -2.4515], [-1.3109, 0.3872, 0.8565], [-2.4264, -0.5601, 1.0522], [-1.5090, 1.8284, 0.8547], [-0.1018, 0.0428, 2.2380], [0.2549, -1.2261, 2.2119], [0.9623, 0.8081, 2.0811], [-0.6983, 0.3177, 3.3829], [-2.1709, -1.7512, -1.3382]], "mulliken_charge": [-0.630, 0.488, -0.624, 0.689, -0.234, -0.215, -0.213, 1.329, -0.736, -0.610, 0.672, -0.232, -0.213, -0.200, 0.729]}